[1]
This record from the OMol25 dataset describes a 3-piece molecular cluster, C14H38BN3O2P overall at a distorted geometry. The level of theory is wB97M-V/def2-TZVPD.

Each line ends with the Mulliken charge.
CARTESIAN COORDINATES (ANGSTROEM)
C (-4.11, 4.42, 2.92)  -0.747
B (-3.40, 3.58, 1.70)  0.349
O (-4.18, 2.82, 0.66)  -0.515
N (-1.86, 3.46, 1.57)  0.166
P (-1.12, 5.08, 1.70)  0.327
O (-2.02, 6.12, 0.86)  -0.598
C (-1.48, 2.57, 2.77)  0.061
N (-0.46, 3.15, 3.73)  -0.456
N (-2.08, 1.35, 2.97)  -0.209
H (-5.07, 5.00, 2.55)  0.307
H (-4.37, 3.61, 3.77)  0.277
H (-3.43, 5.22, 3.44)  0.279
H (-5.14, 2.94, 0.97)  0.328
H (-1.14, 5.62, 3.07)  0.138
H (0.24, 5.18, 1.24)  0.165
H (0.38, 2.54, 3.80)  0.307
H (-0.89, 3.32, 4.67)  0.309
H (-1.87, 0.46, 2.47)  0.226
H (-2.89, 1.32, 3.66)  0.277
C (-1.49, -1.25, -0.47)  -0.889
C (-0.73, -1.84, 0.71)  -0.363
C (0.16, -3.02, 0.32)  -0.386
C (-0.58, -4.24, -0.25)  -0.818
C (-1.65, -4.84, 0.67)  -0.384
C (-1.09, -5.37, 1.98)  -1.179
H (-2.18, -1.98, -0.92)  0.311
H (-2.09, -0.39, -0.14)  0.274
H (-0.80, -0.91, -1.25)  0.133
H (-1.44, -2.14, 1.49)  0.485
H (-0.10, -1.06, 1.14)  0.280
H (0.75, -3.33, 1.19)  0.397
H (0.89, -2.69, -0.43)  -0.070
H (0.16, -5.02, -0.48)  0.405
H (-1.05, -3.97, -1.20)  0.318
H (-2.14, -5.66, 0.14)  0.371
H (-2.43, -4.10, 0.88)  0.225
H (-0.34, -6.14, 1.79)  0.292
H (-1.89, -5.81, 2.58)  0.381
H (-0.62, -4.57, 2.57)  0.271
C (2.50, 2.12, -1.87)  -1.122
C (2.03, 1.14, -2.94)  -0.575
C (2.14, -0.32, -2.50)  0.165
C (3.57, -0.81, -2.21)  -0.786
C (4.56, -0.66, -3.37)  -0.480
C (4.17, -1.48, -4.59)  -1.171
H (3.56, 1.98, -1.64)  0.293
H (2.37, 3.15, -2.22)  0.395
H (1.92, 2.00, -0.95)  0.186
H (2.58, 1.31, -3.87)  0.296
H (0.98, 1.35, -3.17)  0.369
H (1.69, -0.96, -3.28)  0.422
H (1.53, -0.48, -1.60)  -0.373
H (3.52, -1.87, -1.91)  0.394
H (3.96, -0.27, -1.34)  0.372
H (5.55, -0.99, -3.02)  0.363
H (4.67, 0.39, -3.65)  0.256
H (4.11, -2.54, -4.34)  0.295
H (4.93, -1.36, -5.37)  0.377
H (3.21, -1.16, -5.00)  0.279

Properties
Total charge ... +1
Highest occupied orbital energy ... -12.72 eV
DFT total energy ... -33656.8213 eV
Molecular weight ... 322.3 u

=====

[2]
This record from the OMol25 dataset describes a 3-piece molecular cluster, C5H14O2 overall at a distorted geometry. The level of theory is wB97M-V/def2-TZVPD.

Each line ends with the Mulliken spin population.
CARTESIAN COORDINATES (ANGSTROEM)
C (-1.84, 0.44, 2.02)  0.031
C (-0.53, 0.56, 1.35)  0.317
C (-0.03, -0.50, 0.54)  0.349
C (1.23, -0.43, -0.18)  0.018
C (0.24, 1.80, 1.58)  0.012
H (-2.14, -0.61, 1.95)  -0.001
H (-1.76, 0.72, 3.07)  0.021
H (-2.66, 1.00, 1.57)  0.041
H (-0.68, -1.36, 0.44)  0.043
H (1.08, -0.85, -1.18)  0.028
H (2.00, -1.08, 0.28)  0.068
H (1.72, 0.53, -0.18)  0.005
H (-0.24, 2.46, 2.29)  0.002
H (1.31, 1.65, 1.81)  0.025
H (0.35, 2.32, 0.60)  0.043
H (-0.50, -5.24, -0.99)  0.000
H (-1.49, -4.32, -1.70)  0.000
O (-1.20, -4.60, -0.82)  0.000
H (0.93, 2.20, -4.24)  0.000
H (2.50, 2.70, -4.36)  0.000
O (1.71, 2.61, -3.84)  0.000

Properties
Multiplicity ... 2
Total charge ... +1
Highest occupied orbital energy (spin up / spin down) ... -14.03 / -14.03 eV
DFT total energy ... -9498.0719 eV
Molecular weight ... 106.2 u
Expectation value of S² ... 0.75
ΔE to the lowest compared entry with this formula, charge and spin ... 3.4 kcal per mole

=====

[3]
This record from the OMol25 dataset describes C5H11NS as an isolated structure at a distorted geometry. The level of theory is wB97M-V/def2-TZVPD.

Each line ends with the Mulliken charge.
CARTESIAN COORDINATES (ANGSTROEM)
C (0.66, -0.44, 1.96)  -0.853
C (0.32, -2.50, 0.27)  -1.067
C (-0.21, 2.02, -0.72)  -0.473
C (0.93, 1.34, -1.48)  -0.553
C (-0.34, 0.66, -1.23)  -0.215
N (-1.87, -0.72, 0.58)  -0.569
S (-0.10, -0.89, 0.48)  0.661
H (1.35, -1.16, 2.20)  0.324
H (0.91, 0.69, 2.03)  0.215
H (-0.16, -2.89, -0.60)  0.357
H (1.45, -2.74, 0.33)  0.283
H (0.11, 2.14, 0.38)  0.038
H (-0.66, 2.81, -1.12)  0.383
H (1.13, 1.89, -2.39)  0.291
H (1.90, 1.25, -0.87)  0.220
H (-1.08, 0.26, -1.88)  0.408
H (-2.12, -0.07, 1.31)  0.267
H (-2.21, -1.65, 0.75)  0.284

Properties
Highest occupied orbital energy (spin up / spin down) ... -7.58 / -7.58 eV
DFT total energy ... -17680.6871 eV
Molecular weight ... 117.2 u
ΔE to the lowest compared entry with this formula, charge and spin ... 179.3 kcal per mole

=====

[4]
This record from the OMol25 dataset describes one molecule with the formula C3H8N2O2 at a distorted geometry. The level of theory is wB97M-V/def2-TZVPD.

Each line ends with the Mulliken charge.
CARTESIAN COORDINATES (ANGSTROEM)
C (0.49, 1.41, -1.08)  -0.782
N (0.24, 0.02, -0.68)  0.089
N (1.28, -0.84, -1.13)  -0.761
C (0.01, -0.15, 0.91)  0.685
O (0.99, -0.44, 1.57)  -0.658
C (-1.37, -0.35, 0.96)  -0.653
O (-1.98, -0.81, 2.12)  -0.498
H (0.62, 1.46, -2.16)  0.336
H (1.41, 1.76, -0.59)  0.298
H (-0.34, 2.03, -0.76)  0.297
H (-0.85, -0.49, -0.69)  0.496
H (0.90, -1.77, -1.24)  0.272
H (1.94, -0.89, -0.34)  0.292
H (-2.03, 0.34, 0.45)  0.269
H (-1.31, -1.27, 2.65)  0.320

Properties
Highest occupied orbital energy ... -7.55 eV
DFT total energy ... -10312.2819 eV
Molecular weight ... 104.1 u
SMILES ... C[N@@H+](N)/C([O-])=C/O
ΔE to the lowest compared entry with this formula, charge and spin ... 107.7 kcal per mole

=====

[5]
This record from the OMol25 dataset describes a 2-piece molecular cluster, C4H7N3 overall at a distorted geometry. The level of theory is wB97M-V/def2-TZVPD.

Each line ends with the Mulliken charge.
CARTESIAN COORDINATES (ANGSTROEM)
C (2.60, -0.21, 0.54)  0.212
C (0.54, -1.37, -0.17)  0.030
C (-1.13, 0.37, 0.11)  0.335
C (-2.49, 0.75, 0.04)  -1.113
N (1.61, -0.68, 0.11)  -0.015
N (4.26, 1.17, -0.33)  0.099
N (-0.72, -0.87, -0.16)  -0.039
H (0.67, -2.42, -0.43)  0.413
H (-0.37, 1.10, 0.40)  0.362
H (-2.62, 1.64, -0.61)  0.357
H (-2.81, 1.23, 0.98)  0.361
H (-3.19, -0.03, -0.24)  0.325
H (5.10, 0.88, 0.20)  0.354
H (-1.45, -1.55, -0.42)  0.318

Properties
Total charge ... +2
Highest occupied orbital energy (spin up / spin down) ... -21.99 / -17.97 eV
DFT total energy ... -8704.6824 eV
Molecular weight ... 97.1 u
ΔE to the lowest compared entry with this formula, charge and spin ... 140.5 kcal per mole

=====

[6]
This record from the OMol25 dataset describes a 3-piece molecular cluster, C15H37BNO11P overall at a distorted geometry. The level of theory is wB97M-V/def2-TZVPD.

Each line ends with the Mulliken charge.
CARTESIAN COORDINATES (ANGSTROEM)
C (-7.56, -1.72, 0.50)  -0.984
C (-6.11, -1.52, -0.31)  -0.078
O (-5.18, -2.58, 0.08)  -0.347
B (-4.11, -2.80, -0.92)  0.628
O (-2.78, -3.23, -0.37)  -0.511
O (-4.25, -2.68, -2.38)  -0.348
C (-3.54, -1.51, -2.92)  0.437
O (-2.67, -1.72, -3.95)  -0.481
N (-3.72, -0.07, -2.47)  -0.352
P (-2.41, 0.49, -1.40)  0.524
O (-1.09, -0.40, -1.45)  -0.504
H (-7.30, -1.67, 1.66)  0.268
H (-8.32, -0.87, 0.20)  0.319
H (-7.98, -2.78, 0.19)  0.270
H (-6.39, -1.51, -1.46)  0.276
H (-5.73, -0.43, -0.05)  0.134
H (-2.19, -2.44, -0.23)  0.295
H (-4.67, 0.10, -2.07)  0.383
H (-1.99, 1.83, -1.85)  0.076
H (-2.89, 0.65, -0.05)  0.040
C (-0.13, 0.43, 6.18)  -0.787
O (0.00, -0.63, 5.26)  -0.251
C (-1.24, -0.97, 4.64)  -0.634
C (-0.99, -1.59, 3.26)  -0.369
O (-0.67, -0.62, 2.25)  -0.399
C (0.63, -0.03, 2.34)  -0.342
C (1.76, -0.99, 1.96)  -0.526
O (2.03, -1.90, 3.04)  -0.290
C (2.58, -3.13, 2.59)  -0.755
H (-0.78, 0.13, 7.01)  0.326
H (0.86, 0.68, 6.57)  0.229
H (-0.54, 1.32, 5.69)  0.336
H (-1.88, -0.08, 4.53)  0.342
H (-1.74, -1.70, 5.28)  0.425
H (-1.93, -2.05, 2.93)  0.406
H (-0.25, -2.39, 3.29)  0.162
H (0.79, 0.42, 3.32)  0.157
H (0.63, 0.78, 1.62)  0.331
H (2.68, -0.43, 1.77)  0.409
H (1.48, -1.55, 1.06)  0.326
H (1.91, -3.61, 1.88)  0.318
H (2.70, -3.79, 3.46)  0.235
H (3.56, -2.96, 2.14)  0.326
C (1.19, 0.29, -3.70)  -0.574
O (1.88, 1.48, -3.34)  -0.345
C (1.54, 1.94, -2.03)  -0.179
C (2.70, 2.75, -1.44)  -0.477
O (3.78, 1.93, -0.95)  -0.480
C (4.59, 1.30, -1.96)  -0.323
C (5.49, 2.28, -2.71)  -0.592
O (4.74, 3.02, -3.68)  -0.254
C (5.31, 4.28, -3.97)  -0.788
H (0.12, 0.48, -3.75)  0.166
H (1.54, -0.03, -4.68)  0.326
H (1.40, -0.50, -2.98)  0.268
H (1.32, 1.09, -1.37)  0.179
H (0.66, 2.57, -2.12)  0.260
H (2.32, 3.27, -0.55)  0.447
H (3.06, 3.51, -2.12)  0.149
H (3.98, 0.71, -2.64)  0.130
H (5.23, 0.60, -1.42)  0.403
H (6.27, 1.74, -3.24)  0.416
H (5.95, 2.97, -1.99)  0.354
H (5.39, 4.88, -3.06)  0.339
H (4.65, 4.81, -4.67)  0.229
H (6.30, 4.16, -4.43)  0.325

Properties
Highest occupied orbital energy ... -8.99 eV
DFT total energy ... -50128.9514 eV
Molecular weight ... 449.2 u
SMILES ... CCOB(O)OC(=O)N[PH2]=O.COCCOCCOC.COCCOCCOC
ΔE to the lowest compared entry with this formula, charge and spin ... 103.7 kcal per mole

=====

[7]
This record from the OMol25 dataset describes C4H4BrN as an isolated structure at a distorted geometry. The level of theory is wB97M-V/def2-TZVPD.

Each line ends with the Mulliken charge.
CARTESIAN COORDINATES (ANGSTROEM)
C (-1.13, 0.52, 0.72)  -0.312
C (-0.04, -0.04, 0.18)  0.441
C (0.34, 1.58, 0.04)  0.255
C (0.41, -1.33, -0.37)  -1.009
N (-0.77, 1.96, 0.57)  -0.532
Br (1.70, 2.44, -0.85)  -0.086
H (-1.86, 0.07, 1.40)  0.344
H (0.17, -2.19, 0.41)  0.236
H (1.35, -1.46, -0.86)  0.363
H (-0.16, -1.54, -1.23)  0.299

Properties
Highest occupied orbital energy ... -8.57 eV
DFT total energy ... -75741.2303 eV
Molecular weight ... 146.0 u
ΔE to the lowest compared entry with this formula, charge and spin ... 72.2 kcal per mole